Here is an isolated molecule of C23H31N3O5S at a distorted geometry from the Open Molecules 2025 dataset. Energies are from wB97M-V/def2-TZVPD.

Properties
Gap between HOMO and LUMO   8.3084 eV
LUMO level   0.7 eV
Total energy   -49896.53158 eV
E_HOMO   -7.6113 eV

```
! wB97M-V def2-TZVPD RIJCOSX def2/J DEFGRID3
* xyz 0 1
C -7.863 -1.757 0.925
O -7.677 -0.379 0.716
C -7.197 -0.036 -0.564
C -5.718 -0.369 -0.786
H -5.427 -0.047 -1.787
H -5.565 -1.448 -0.715
C -4.841 0.351 0.240
N -3.429 0.048 0.115
S -2.653 0.734 -1.204
O -2.254 -0.302 -2.133
O -3.469 1.793 -1.716
C -1.172 1.434 -0.486
C -1.150 1.808 0.844
C 0.021 2.307 1.383
C 1.165 2.449 0.602
C 1.109 2.097 -0.740
C -0.055 1.585 -1.285
H -0.109 1.289 -2.321
H 1.986 2.206 -1.361
C 2.424 2.983 1.209
H 2.304 4.036 1.459
H 3.260 2.884 0.523
H 2.655 2.448 2.128
H 0.053 2.582 2.427
H -2.034 1.684 1.447
C -3.013 -1.309 0.419
H -3.119 -1.969 -0.452
H -3.631 -1.676 1.242
C -1.556 -1.279 0.897
O -1.276 -1.144 2.070
N -0.673 -1.414 -0.117
C 0.716 -1.229 -0.084
C 1.402 -1.258 -1.294
C 2.764 -1.043 -1.344
C 3.494 -0.797 -0.178
C 2.794 -0.787 1.033
C 1.433 -0.996 1.085
H 0.919 -0.982 2.031
H 3.329 -0.634 1.958
N 4.876 -0.637 -0.179
C 5.642 -0.925 -1.373
H 5.229 -1.804 -1.869
C 7.086 -1.234 -0.960
H 7.713 -1.379 -1.841
O 7.665 -0.177 -0.234
C 6.910 0.096 0.924
C 5.469 0.459 0.561
H 4.898 0.661 1.464
H 5.486 1.372 -0.059
H 7.406 0.928 1.425
H 6.908 -0.784 1.585
H 7.094 -2.151 -0.351
H 5.642 -0.074 -2.074
H 3.252 -1.052 -2.305
H 0.853 -1.434 -2.208
H -1.067 -1.418 -1.055
H -5.159 0.100 1.255
H -4.934 1.428 0.098
H -7.341 1.044 -0.639
H -7.804 -0.530 -1.338
H -6.914 -2.304 0.955
H -8.358 -1.855 1.889
H -8.498 -2.194 0.145
*
```